(1)
Molecular formula: C17H23N
Method: DFT, ωB97M-V/def2-TZVPD

Geometry as ORCA input:
```
! RIJCOSX wB97M-V def2-TZVPD def2/J DEFGRID3
* xyz 0 1
C 1.0665 3.7391 0.0868
C 2.1151 2.9420 -0.4775
C 2.6948 1.8759 0.2333
H 3.6822 1.8044 0.2341
H 2.2119 1.6064 1.1384
C 2.0834 0.3683 -0.3838
C 0.6061 0.1702 -0.2197
C -0.5187 0.1775 -0.4303
C -1.9563 0.0523 -0.3232
C -2.6802 1.1018 -0.3936
C -4.1497 1.2217 -0.2812
C -4.7887 -0.1157 -0.1603
C -3.8430 -1.5065 -0.0164
C -2.4705 -1.1256 0.0510
H -1.8747 -2.1009 0.0102
H -4.3822 -2.3230 0.4114
C -6.1397 -0.5050 0.0625
H -6.5011 -1.2322 0.7247
H -6.4758 -0.4132 -1.0512
H -6.6571 0.6147 0.5154
H -4.7617 1.8922 -0.5120
H -2.3826 2.2056 -0.4143
N 2.8904 -0.5481 0.1839
C 3.5514 -1.3884 -0.6885
C 2.7458 -2.1332 -2.0282
H 2.0763 -1.6757 -2.2938
H 2.2536 -3.2676 -1.2226
H 3.4073 -2.6133 -2.5747
H 4.1238 -0.7770 -1.3545
H 4.3541 -2.1202 -0.2546
C 2.2236 -1.3688 1.0649
C 1.8723 -0.7392 2.2704
H 2.8259 -0.1635 2.7725
H 1.5481 -1.5381 3.1406
H 1.0801 -0.0535 2.2354
H 1.3172 -1.7082 0.7638
H 2.9154 -2.2985 1.1849
H 2.4186 0.5774 -1.2261
H 2.3348 3.1588 -1.4545
H 0.5005 4.6905 -0.4704
H 0.6827 3.5165 1.1471
*
```

Orbital gap = 8.525 eV
ΔE to the lowest compared entry with this formula, charge and spin = 317.7 kcal per mole
Energy = -715.732128 Eh

The Mulliken scheme yields these atomic charges, measured in e:
1. C -0.71
2. C -0.29
3. C -1.03
4. H 0.64
5. H 0.27
6. C -1.12
7. C -0.30
8. C 0.22
9. C 0.29
10. C 0.27
11. C -1.37
12. C 0.77
13. C -0.91
14. C -0.27
15. H 0.26
16. H 0.33
17. C -1.14
18. H 0.46
19. H 0.27
20. H 0.22
21. H 0.58
22. H 0.27
23. N 0.21
24. C -0.81
25. C -1.42
26. H 0.59
27. H 0.12
28. H 0.52
29. H 0.44
30. H 0.40
31. C -0.40
32. C -1.39
33. H 0.26
34. H 0.32
35. H 0.28
36. H 0.33
37. H 0.51
38. H 1.49
39. H 0.43
40. H 0.20
41. H 0.22

=====

(2)
Molecular formula: C17H23N3O3
Method: DFT, ωB97M-V/def2-TZVPD

Geometry as ORCA input:
```
! RIJCOSX wB97M-V def2-TZVPD def2/J DEFGRID3
* xyz 0 1
C 1.1686 -0.5652 2.8317
C 1.1597 -0.1364 1.4093
C 1.5884 -2.0647 3.1231
C 0.7569 -3.1743 2.5709
C 0.7562 -4.5212 3.4292
C 1.3079 -3.7349 1.1477
C -1.3189 0.2116 0.8893
C -1.2500 -0.9468 -0.1689
C -2.1198 1.4048 0.0406
C -1.7267 1.3882 -1.3779
C -2.1323 0.6837 -2.5192
C -0.5919 2.1416 -1.8782
C -0.3577 1.9511 -3.2947
C 0.2656 2.9936 -1.1759
C 0.9106 2.4323 -3.8377
C 1.3970 3.5042 -1.7298
C 1.6825 3.1670 -3.0203
H -0.3730 -0.6784 4.3452
H 0.0002 0.9218 4.1244
H 2.0262 0.0340 3.1912
H 2.4937 -2.0160 2.4747
H 1.9648 -2.1701 4.1972
H -0.2616 -2.8367 2.5442
H 1.7807 -4.8119 3.6104
H 0.3113 -4.3491 4.4900
H 0.1052 -5.4472 3.0411
H 2.0973 -4.4246 1.1247
H 0.4954 -4.1055 0.4977
H 1.7186 -2.8771 0.6962
H 0.2600 1.3096 0.1586
H -1.8956 0.0037 1.8036
H -3.1648 1.2228 0.1618
H -1.8969 2.4027 0.3446
H -2.8868 -0.1074 -2.6654
H -1.1688 0.5384 -4.5923
H 0.0158 3.4053 -0.2903
H 1.1499 2.4627 -4.8772
H 1.9556 4.2549 -1.1506
H 2.5161 3.8027 -3.3458
H -2.4309 -1.8575 -1.2225
N -0.1009 -0.0169 3.6074
N 0.0821 0.5766 0.9919
N -1.2456 0.9496 -3.6603
O 2.1500 -0.2592 0.6873
O -0.3043 -1.3242 -0.7523
O -2.4630 -1.3729 -0.4185
*
```

Orbital gap = 8.886 eV
SMILES string = CC(C)C[C@H](N)C(=O)N[C@@H](Cc1c[nH]c2ccccc12)C(=O)O
ΔE to the lowest compared entry with this formula, charge and spin = 124.4 kcal per mole
Energy = -1051.477492 Eh

The Mulliken scheme yields these atomic charges, measured in e:
1. C 0.48
2. C -0.18
3. C -1.27
4. C 1.05
5. C -1.55
6. C -1.53
7. C 0.04
8. C 0.34
9. C -1.33
10. C 0.72
11. C -0.73
12. C 1.23
13. C -0.70
14. C -0.18
15. C -0.88
16. C -0.84
17. C -0.42
18. H 0.23
19. H 0.22
20. H 0.14
21. H 0.39
22. H 0.32
23. H 0.25
24. H 0.42
25. H 0.35
26. H 0.29
27. H 0.47
28. H 0.29
29. H 0.44
30. H 0.12
31. H 0.37
32. H 0.48
33. H 0.36
34. H 0.44
35. H 0.23
36. H 0.59
37. H 0.35
38. H 0.36
39. H 0.30
40. H 0.46
41. N -0.54
42. N 0.14
43. N -0.04
44. O -0.67
45. O -0.53
46. O -0.49

=====

(3)
Molecular formula: C17H23N3O3
Method: DFT, ωB97M-V/def2-TZVPD

Geometry as ORCA input:
```
! RIJCOSX wB97M-V def2-TZVPD def2/J DEFGRID3
* xyz 0 1
C -1.6345 -1.1943 1.3568
C -1.5735 0.0735 0.3926
C -2.2419 -2.4075 0.6411
C -3.6265 -1.9930 0.1467
C -1.2876 -2.8672 -0.5491
C -1.7546 -2.6304 -1.9821
C -0.4344 2.2714 0.2752
C -1.4430 3.2020 -0.3966
C 0.5959 1.9596 -0.8540
C 1.8123 1.3716 -0.2852
C 2.8400 2.0136 0.3731
C 2.2207 -0.0206 -0.3497
C 3.4548 -0.1292 0.3296
C 1.6743 -1.1880 -0.9231
C 4.1713 -1.3515 0.4686
C 2.3764 -2.3654 -0.8255
C 3.5691 -2.4609 -0.1197
H -1.7577 -0.3117 3.1803
H -2.7072 -1.5714 3.1136
H -0.5666 -1.3883 1.6290
H -2.2330 -3.1548 1.4144
H -4.1713 -2.9293 -0.1513
H -3.6009 -1.3522 -0.7507
H -4.1651 -1.4878 0.9364
H -0.2770 -2.4733 -0.3316
H -1.2417 -3.9497 -0.5149
H -1.7989 -1.5991 -2.3033
H -2.6926 -3.1229 -2.1173
H -1.0450 -3.1085 -2.6653
H -0.3859 0.8503 1.8533
H -0.0253 2.9018 1.0609
H 0.8080 2.8883 -1.4353
H 0.0149 1.2389 -1.5464
H 3.0099 3.0555 0.6265
H 4.6285 1.4029 1.2839
H 0.7300 -1.1763 -1.4896
H 5.0957 -1.3624 1.0354
H 1.9601 -3.3039 -1.2760
H 4.0313 -3.4286 -0.0521
H -2.4849 1.6736 -0.9878
N -2.3919 -0.7825 2.5461
N -0.9272 1.1241 1.0437
N 3.8158 1.1206 0.7371
O -2.0572 0.1551 -0.6675
O -1.2399 4.3754 -0.4908
O -2.5674 2.6909 -0.9658
*
```

Orbital gap = 8.581 eV
SMILES string = CC[C@H](C)[C@H](N)C(=O)N[C@@H](Cc1c[nH]c2ccccc12)C(=O)O
ΔE to the lowest compared entry with this formula, charge and spin = 46.7 kcal per mole
Energy = -1051.601197 Eh

The Mulliken scheme yields these atomic charges, measured in e:
1. C 0.11
2. C 0.28
3. C 0.26
4. C -1.58
5. C 0.03
6. C -1.43
7. C -0.47
8. C 0.21
9. C -0.63
10. C 0.28
11. C -0.64
12. C 0.85
13. C -0.60
14. C -0.17
15. C -0.99
16. C -0.63
17. C -0.38
18. H 0.24
19. H 0.28
20. H 0.21
21. H 0.60
22. H 0.37
23. H 0.31
24. H 0.49
25. H -0.47
26. H 0.50
27. H 0.18
28. H 0.47
29. H 0.42
30. H 0.39
31. H 0.64
32. H 0.60
33. H 0.12
34. H 0.47
35. H 0.21
36. H 0.57
37. H 0.38
38. H 0.33
39. H 0.40
40. H 0.43
41. N -0.69
42. N -0.08
43. N 0.01
44. O -0.69
45. O -0.58
46. O -0.60

=====

(4)
Molecular formula: C17H23N3O3
Method: DFT, ωB97M-V/def2-TZVPD

Geometry as ORCA input:
```
! RIJCOSX wB97M-V def2-TZVPD def2/J DEFGRID3
* xyz 0 1
C 2.2628 -2.0306 -1.2357
C 1.8793 -0.9248 -2.2055
H 0.9221 -1.0074 -2.8073
H 2.6616 -0.7432 -2.9187
O 1.7091 0.4134 -1.2946
C 0.8870 1.2636 -1.4689
O 0.0764 1.0351 -2.1616
N 0.8775 2.4419 -0.8845
C 1.8528 2.5712 0.2190
H 2.7922 1.8929 0.0364
C 1.3660 2.0353 1.3736
N -0.2093 2.1808 1.3254
C -1.0210 1.6420 2.7618
C -0.5471 0.1831 2.8972
O -0.3637 -0.0626 4.0825
C -0.6957 -0.7711 1.9941
C -0.4180 -2.1893 2.3029
C -0.4730 -3.1028 1.2844
C -1.1601 -2.8164 -0.1637
N -1.2502 -3.5617 -1.0930
H -0.9941 -4.3747 -1.2253
C -1.5909 -2.6910 -2.2499
H -2.5683 -3.2246 -2.8053
H -0.7947 -2.6955 -2.9617
C -2.2867 -1.2655 -1.8692
C -1.5678 -1.5188 -0.3144
C -1.4728 -0.5177 0.8427
H -1.7250 0.5423 0.2946
H -1.5659 -0.5408 -2.1426
H -3.1556 -1.2781 -1.5676
H -0.2169 -4.0774 1.2833
H -0.0738 -2.2599 3.1109
H -0.5113 2.2454 3.4542
H -1.9862 1.8025 2.6097
C -0.5860 3.3009 0.8823
C -0.0901 3.2280 -0.8687
H -1.1426 2.8427 -1.3423
H 0.3035 4.1585 -1.0028
H -0.0724 4.1732 1.2763
H -1.5009 3.5016 0.8387
H 1.7427 2.3669 2.4961
H 1.8017 0.9576 1.7106
H 2.2052 3.6172 0.4338
H 2.2012 -2.8726 -1.6637
H 3.1411 -1.6971 -0.7972
H 1.3578 -2.1725 -0.4664
*
```

Orbital gap = 7.586 eV
SMILES string = CCOC(=O)N1CCN(CC(=O)c2ccc3c(c2)CCN3)CC1
ΔE to the lowest compared entry with this formula, charge and spin = 460.1 kcal per mole
Energy = -1050.942488 Eh

The Mulliken scheme yields these atomic charges, measured in e:
1. C -1.29
2. C -0.15
3. H 0.16
4. H 0.37
5. O -0.51
6. C 0.78
7. O -0.63
8. N 0.13
9. C -0.93
10. H 0.25
11. C -0.46
12. N 0.37
13. C -1.22
14. C 0.96
15. O -0.70
16. C 0.66
17. C -2.25
18. C -0.68
19. C -0.13
20. N 0.09
21. H -0.24
22. C -0.51
23. H 0.27
24. H 0.40
25. C -1.47
26. C 1.01
27. C -0.05
28. H -0.03
29. H 0.32
30. H 0.87
31. H 0.55
32. H 1.24
33. H 0.41
34. H 0.56
35. C -1.38
36. C -0.63
37. H 0.25
38. H 0.46
39. H 0.39
40. H 0.66
41. H 0.39
42. H 0.25
43. H 0.28
44. H 0.61
45. H 0.40
46. H 0.15

=====

(5)
Molecular formula: C17H23N6O3STi
Method: DFT, ωB97M-V/def2-TZVPD

Geometry as ORCA input:
```
! RIJCOSX wB97M-V def2-TZVPD def2/J DEFGRID3
* xyz 3 1
Ti 0.2984 -0.0753 -0.6051
N 0.0174 -1.8236 -1.9308
C 1.3390 -2.4095 -2.2785
C 2.2141 -2.4507 -1.0380
N 2.1082 -1.1972 -0.2106
C 3.2815 -0.2958 -0.3742
C 3.2341 0.2506 -1.7849
N 1.8299 0.6982 -2.0703
H -0.5245 -2.5011 -1.3934
H -0.5244 -1.6523 -2.7755
H 1.7791 -1.7951 -3.0613
H 1.2289 -3.4116 -2.6926
H 3.2551 -2.6207 -1.3138
H 1.9104 -3.2918 -0.4256
H 2.0579 -1.4767 0.7662
H 4.2065 -0.8459 -0.1967
H 3.2044 0.4959 0.3689
H 3.5004 -0.5203 -2.5053
H 3.9374 1.0702 -1.9193
H 1.6471 0.5683 -3.0633
H 1.7830 1.7057 -1.9185
O -2.2061 6.4994 0.6344
C -1.4735 5.4564 0.3702
O -0.2671 5.5003 0.2742
C -2.0403 4.0701 0.1897
C -2.9330 3.4480 0.9819
C -2.9167 2.0102 1.0709
C -2.1121 1.2533 0.2736
C -1.4871 1.8699 -0.8517
C -1.1662 3.2828 -0.7153
N -1.6449 -0.0711 0.4379
C -2.1455 -0.8294 1.3450
C -1.4400 -1.9982 1.8034
C -2.0425 -2.8600 2.7074
C -1.2975 -3.9142 3.2290
C 0.0219 -4.0172 2.8421
C 0.5408 -3.0963 1.9293
N -0.1597 -2.1093 1.3835
H -3.1615 6.3559 0.5618
H -3.5416 3.9924 1.6927
H -3.4766 1.5675 1.8862
H -0.5944 1.6253 -2.5695
H -0.8768 3.7970 -1.6295
H -3.0823 -0.5764 1.8359
H -3.0702 -2.7018 3.0089
H -1.7322 -4.6067 3.9372
H 0.6687 -4.7882 3.2387
H 1.5909 -3.1780 1.6779
O 0.7387 1.4108 0.2920
S 0.4421 3.0783 0.3422
N -0.9194 1.1079 -1.7574
*
```

Orbital gap = 7.109 eV
ΔE to the lowest compared entry with this formula, charge and spin = 4.8 kcal per mole
Energy = -2462.624955 Eh

The Mulliken scheme yields these atomic charges, measured in e:
1. Ti -0.24
2. N -0.21
3. C -0.82
4. C -0.57
5. N -0.19
6. C -0.64
7. C -0.78
8. N -0.21
9. H 0.30
10. H 0.33
11. H 0.33
12. H 0.52
13. H 0.41
14. H 0.50
15. H 0.39
16. H 0.54
17. H 0.38
18. H 0.32
19. H 0.50
20. H 0.30
21. H 0.35
22. O -0.41
23. C 0.70
24. O -0.51
25. C -0.33
26. C -0.68
27. C -0.88
28. C 1.24
29. C -0.81
30. C 0.16
31. N 0.30
32. C 0.10
33. C 0.49
34. C -0.88
35. C -0.36
36. C -1.02
37. C -0.05
38. N 0.04
39. H 0.37
40. H 0.45
41. H 0.31
42. H 0.37
43. H 0.73
44. H 0.40
45. H 0.46
46. H 0.49
47. H 0.44
48. H 0.48
49. O -0.17
50. S 0.26
51. N -0.20